# 1
A cluster of 2 separate species, Cl2H3N2P in total in a non-equilibrium geometry, computed with ωB97M-V/def2-TZVPD.

The molar mass is 132.92 g mol⁻¹. As for the total energy: -1373.0065 hartree.

Each line ends with the Mulliken charge.
Element x y z (Å)
N1 0.870 0.419 -1.498  -0.542
N2 0.791 -0.525 1.017  -0.468
P1 -0.076 0.252 -0.236  0.724
Cl1 -1.194 1.849 0.254  -0.057
Cl2 -2.873 -1.280 -0.018  -0.530
H1 0.651 1.267 -2.037  0.271
H2 0.164 -0.838 1.717  0.292
H3 1.667 -1.143 0.802  0.310

=====

# 2
The molecule Cl2H3NSi in a non-equilibrium geometry, computed with ωB97M-V/def2-TZVPD.

The molar mass is 116.02 g mol⁻¹. As for the total energy: -1266.5207 hartree.

Each line ends with the Mulliken charge.
Element x y z (Å)
N1 1.142 -0.006 0.620  -0.696
Si1 -0.437 -0.140 -0.645  0.657
Cl1 -1.526 -1.724 -0.002  -0.185
Cl2 -1.309 1.581 -0.162  -0.208
H1 0.968 -0.636 1.395  0.246
H2 0.961 0.965 0.840  0.244
H3 0.201 -0.041 -2.045  -0.058